[1]
One molecule with the formula C4H7NO in a non-equilibrium geometry, computed with ωB97M-V/def2-TZVPD.

```
! wB97M-V def2-TZVPD RIJCOSX def2/J DEFGRID3
* xyz 0 1
O 2.31980 1.35116 -0.80343
H -0.30742 1.84027 0.47679
H -1.67474 0.07964 1.36301
C -0.14759 -1.13460 0.04966
C -0.53379 1.04533 -0.24927
H -0.19068 -1.85070 -0.81730
C 1.82736 0.26237 -0.58941
H 2.36551 -0.71030 -0.58626
C -1.48172 -0.02823 0.29905
N 0.53503 0.07111 -0.31440
H -1.76243 -0.91611 -0.23314
H -0.75674 1.52105 -1.21220
H 0.14963 -1.69581 0.93790
*
```

Output
Structure (SMILES): O=CN1CCC1
LUMO energy (eV): 0.843

Löwdin atomic charge list, values in e, 6 entries: number 1, O, carries 0.023; number 2, H, carries 0.124; number 3, H, carries 0.091; number 4, C, carries -0.116; number 5, C, carries -0.142; number 6, H, carries 0.122

[2]
One molecule with the formula C4H7NO, computed with ωB97M-V/def2-TZVPD.

```
! wB97M-V def2-TZVPD RIJCOSX def2/J DEFGRID3
* xyz 0 1
H -2.38057 -1.33397 0.48376
H -0.24521 1.89778 1.08242
H 0.28987 1.09104 -1.42254
O -0.37083 -1.66852 0.14556
H 0.61147 -1.32615 -1.63344
N -1.38342 0.28989 -0.37080
H 0.67620 0.46493 1.54401
C 0.53655 1.20976 0.75149
C 0.60971 -0.92906 -0.61169
C -1.47641 -0.88602 0.08892
C 0.07122 0.50277 -0.52610
H 1.47066 1.76313 0.62442
H 1.59077 -1.07558 -0.15599
*
```

Output
Structure (SMILES): C[C@H]1COC=N1
LUMO energy (eV): 1.033

Löwdin atomic charge list, values in e, 6 entries: number 1, H, carries 0.133; number 2, H, carries 0.077; number 3, H, carries 0.135; number 4, O, carries -0.051; number 5, H, carries 0.124; number 6, N, carries 0.094

[3]
A 2-piece molecular cluster, C4H7NO overall in a non-equilibrium geometry, computed with ωB97M-V/def2-TZVPD.

```
! wB97M-V def2-TZVPD RIJCOSX def2/J DEFGRID3
* xyz 0 1
H -2.67089 1.16970 -0.26165
C -1.49001 -0.54021 -0.78592
H 1.71060 1.18375 0.44886
H 2.84186 0.11195 1.33993
H -2.11518 0.14039 1.16023
H 3.07631 0.38820 -0.41468
H -1.55033 -0.39166 -1.85056
H -1.45477 -1.60304 -0.51286
C 0.38685 -1.13328 0.37636
N 1.50712 -0.83011 0.17349
O -0.63325 0.74057 -0.19284
C 2.34590 0.29436 0.38567
C -1.95421 0.46938 0.13396
*
```

Output
LUMO energy (eV): 1.114

Löwdin atomic charge list, values in e, 6 entries: number 1, H, carries 0.106; number 2, C, carries -0.085; number 3, H, carries 0.080; number 4, H, carries 0.084; number 5, H, carries 0.117; number 6, H, carries 0.078

[4]
One molecule with the formula C4H7NO, computed with ωB97M-V/def2-TZVPD.

```
! wB97M-V def2-TZVPD RIJCOSX def2/J DEFGRID3
* xyz 0 1
C 2.01202 -0.24333 0.28401
O 0.21017 1.29667 -0.33360
C -0.43050 -0.84467 -0.01569
H 2.08593 -1.31331 0.48874
N -1.20365 1.23294 -0.70141
H 2.30732 0.29096 1.19412
H -1.58874 2.00418 -0.15603
H 2.71847 0.02069 -0.51043
H -0.33323 -1.91049 0.16078
C -1.70915 -0.07088 -0.19640
H -2.24927 0.02809 0.76147
C 0.57988 0.01850 -0.04554
H -2.39925 -0.50936 -0.93001
*
```

Output
Structure (SMILES): CC1=CCNO1
LUMO energy (eV): 1.063

Löwdin atomic charge list, values in e, 6 entries: number 1, C, carries -0.017; number 2, O, carries -0.055; number 3, C, carries -0.047; number 4, H, carries 0.081; number 5, N, carries 0.004; number 6, H, carries 0.087

[5]
One molecule with the formula C4H7NO in a non-equilibrium geometry, computed with ωB97M-V/def2-TZVPD.

```
! wB97M-V def2-TZVPD RIJCOSX def2/J DEFGRID3
* xyz 0 1
C 0.01499 -0.42644 -0.27416
H 1.00270 0.92129 1.07495
C -2.47213 -0.03977 0.13552
H 2.42001 -1.01029 0.83438
H 1.24435 1.25980 -0.67989
H 2.63138 -0.75527 -0.75971
H -2.54615 -1.09192 0.37410
C -1.29075 0.49803 -0.13678
C 1.12488 0.48693 0.08140
H -3.39985 0.50416 0.04096
N 2.46965 -0.28197 0.12595
H -1.19874 1.54609 -0.39319
O -0.00034 -1.61064 -0.42353
*
```

Output
Structure (SMILES): C=CC(=O)CN
LUMO energy (eV): 0.540

Löwdin atomic charge list, values in e, 6 entries: number 1, C, carries -0.410; number 2, H, carries 0.125; number 3, C, carries 0.022; number 4, H, carries 0.055; number 5, H, carries 0.119; number 6, H, carries 0.055

[6]
One molecule with the formula C4H7NO, computed with ωB97M-V/def2-TZVPD.

```
! wB97M-V def2-TZVPD RIJCOSX def2/J DEFGRID3
* xyz 0 1
H 0.04302 1.55197 -0.03935
H -2.30938 -1.29174 -0.00736
H -1.74424 -0.44659 1.44799
C -1.72801 -0.43693 0.35252
H 2.26297 1.57911 0.65514
O 2.47864 -0.42886 0.51775
C 0.00412 0.08197 -1.50112
N 0.50939 0.65631 0.04318
H 0.94457 -0.37644 -1.84848
H -2.21404 0.47068 -0.02137
C -0.32489 -0.54123 -0.19741
C 1.84499 0.58994 0.43281
H 0.23285 -1.40819 0.16569
*
```

Output
LUMO energy (eV): 0.756

Löwdin atomic charge list, values in e, 6 entries: number 1, H, carries 0.145; number 2, H, carries 0.082; number 3, H, carries 0.077; number 4, C, carries -0.065; number 5, H, carries 0.140; number 6, O, carries 0.076

[7]
One molecule with the formula C4H7NO in a non-equilibrium geometry, computed with ωB97M-V/def2-TZVPD.

```
! wB97M-V def2-TZVPD RIJCOSX def2/J DEFGRID3
* xyz 0 1
N 2.60629 -0.72026 -0.07021
H 2.61514 1.43248 0.36850
H -1.69731 1.45412 -0.30665
H -2.32241 0.54204 0.94914
H -0.34221 -0.73935 0.96359
C 0.67159 0.80269 -0.08713
C -0.38190 -0.29227 -0.05492
H 3.66541 -0.64551 -0.00295
C -1.81012 0.39246 0.01512
H -0.32504 -0.94767 -0.88865
C 2.08399 0.41210 0.13997
H -2.57527 -0.20390 -0.50021
O 0.47967 1.99906 -0.11068
*
```

Output
Structure (SMILES): [H]/N=C/C(=O)CC
LUMO energy (eV): 0.034

Löwdin atomic charge list, values in e, 6 entries: number 1, N, carries 0.115; number 2, H, carries 0.146; number 3, H, carries 0.071; number 4, H, carries 0.054; number 5, H, carries 0.129; number 6, C, carries -0.410

[8]
One molecule with the formula C4H7NO in a non-equilibrium geometry, computed with ωB97M-V/def2-TZVPD.

```
! wB97M-V def2-TZVPD RIJCOSX def2/J DEFGRID3
* xyz 0 1
H -1.67833 -0.32344 0.73797
C 0.49646 -0.30000 0.97514
H 1.02583 -0.31071 1.91664
N 0.58600 -1.40883 0.01242
H -0.02783 1.77970 -0.86957
H 2.04019 0.12900 -0.71043
C 1.02207 -0.06620 -0.38896
H -1.69771 -0.17102 -1.26009
C -0.82793 0.38153 0.67302
C -0.23886 0.71017 -0.75287
O -1.03511 0.25551 -1.80496
H 1.41909 -1.95231 0.23179
H -1.08387 1.27660 1.23990
*
```

Output
Structure (SMILES): O[C@H]1C[C@H]2N[C@@H]12
LUMO energy (eV): 1.060

Löwdin atomic charge list, values in e, 6 entries: number 1, H, carries 0.119; number 2, C, carries -0.258; number 3, H, carries 0.133; number 4, N, carries 0.072; number 5, H, carries 0.145; number 6, H, carries 0.138

Number 1: HOMO -0.3461 Eh, E -7796.1152 eV. Number 2: HOMO -0.3557 Eh, E -7798.5260 eV. Number 3: HOMO -0.3426 Eh, E -7794.2327 eV. Number 4: HOMO -0.2952 Eh, E -7796.7521 eV. Number 5: HOMO -0.3426 Eh, E -7797.5950 eV. Number 6: HOMO -0.3047 Eh, E -7795.5013 eV. Number 7: HOMO -0.3709 Eh, E -7797.5741 eV. Number 8: HOMO -0.3412 Eh, E -7796.6651 eV.